# C63H55BrN4O7P2PbSi

A structure of composition C63H55BrN4O7P2PbSi (the ωB97M-V functional and the def2-TZVPD basis, the OMol25 dataset).

```
134
C63H55BrN4O7P2PbSi (the ωB97M-V functional and the def2-TZVPD basis)
Pb -0.2828 -0.0358 -0.2464
Br 3.0110 1.6377 -0.7056
C 3.0360 2.1255 1.1330
C 4.2428 2.4548 1.6800
C 4.2899 2.9922 2.9861
C 3.1300 3.2324 3.6648
C 1.8744 2.8777 3.1095
C 0.6652 3.1690 3.7880
C -0.5287 2.7981 3.2382
C -0.5603 2.0459 2.0396
C 0.5729 1.7362 1.3185
C 1.8023 2.2348 1.8386
H 5.1507 2.3332 1.1047
H 5.2484 3.2496 3.4214
H 3.1500 3.7056 4.6414
H 0.7096 3.6889 4.7399
H -1.4607 3.0462 3.7376
H -1.5308 1.6750 1.7035
O -4.2921 -0.5325 -1.6517
P -4.0211 -0.9242 -0.1111
O -5.2083 -1.6269 0.4907
O -3.3897 0.2040 0.5951
O -2.9298 -2.1629 -0.4048
P -2.5410 -3.2593 0.6785
O -3.8447 -3.4628 1.5349
O -1.9796 -4.4761 0.0885
O -1.5219 -2.4847 1.6359
H -4.1373 -1.2927 -2.2229
H -4.5490 -2.7755 1.2361
C 0.8395 6.4784 -4.7839
C -0.2307 5.6003 -5.3710
C -1.0444 6.0449 -6.4017
C -2.0288 5.2364 -6.9559
C -2.2025 3.9550 -6.4571
C -1.4083 3.4879 -5.4208
C -0.4154 4.2998 -4.8712
N 0.4263 3.8652 -3.8417
C 0.2037 2.6234 -3.1702
N 0.5129 1.5775 -3.9781
C 0.1645 0.1924 -3.9136
C -0.0555 -0.4603 -2.7049
C -0.3843 -1.8182 -2.8223
C -0.4656 -2.4924 -4.0316
C -0.1983 -1.8010 -5.2071
C 0.1224 -0.4510 -5.1671
C 0.4139 0.2785 -6.4589
N -0.2031 2.5643 -1.9660
C -0.5048 3.7738 -1.3150
C 0.5159 4.5516 -0.7714
C 0.2278 5.7185 -0.0767
C -1.0891 6.1272 0.0637
C -2.1044 5.3582 -0.4935
C -1.8400 4.1806 -1.1827
C -2.9446 3.3418 -1.7546
H 0.9112 7.4161 -5.3343
H 1.8118 5.9799 -4.8140
H 0.6320 6.7194 -3.7360
H -0.9005 7.0513 -6.7807
H -2.6543 5.6067 -7.7581
H -2.9690 3.3081 -6.8655
H -1.5692 2.4927 -5.0261
H 0.6897 4.5946 -3.1954
H 0.8683 1.8849 -4.8673
H -0.5855 -2.3867 -1.9152
H -0.7210 -3.5464 -4.0564
H -0.2501 -2.3051 -6.1671
H 0.2793 -0.3958 -7.3048
H 1.4457 0.6473 -6.4986
H -0.2479 1.1366 -6.6130
H 1.5403 4.2078 -0.8722
H 1.0338 6.2889 0.3692
H -1.3278 7.0294 0.6139
H -3.1370 5.6729 -0.3851
H -3.8907 3.8839 -1.7312
H -3.0584 2.4203 -1.1841
H -2.7344 3.0517 -2.7842
N 1.3362 -1.6283 0.0014
C 2.2658 -2.3764 -0.3554
C 3.4039 -1.9442 -1.2710
C 3.2170 -1.9570 -2.6519
C 4.2152 -1.5013 -3.5024
C 5.4211 -1.0416 -2.9865
C 5.6154 -1.0290 -1.6119
C 4.6113 -1.4741 -0.7629
C 2.3194 -3.8401 0.0454
C 1.2290 -4.6575 -0.2343
C 1.2638 -6.0136 0.0630
C 2.3892 -6.5705 0.6565
C 3.4760 -5.7584 0.9594
C 3.4436 -4.4062 0.6464
H 2.2720 -2.3035 -3.0539
H 4.0491 -1.5042 -4.5739
H 6.1988 -0.6823 -3.6505
H 6.5471 -0.6584 -1.1992
H 4.7540 -1.4280 0.3116
H 0.3295 -4.2212 -0.6484
H 0.3989 -6.6263 -0.1627
H 2.4166 -7.6283 0.8936
H 4.3540 -6.1810 1.4349
H 4.2959 -3.7816 0.8870
C -4.8398 0.1275 5.1317
C -3.5848 0.6420 4.8391
C -2.6020 -0.1831 4.3114
C -2.8571 -1.5335 4.0548
C -4.1317 -2.0290 4.3407
C -5.1132 -1.2098 4.8794
Si -1.4847 -2.5605 3.3008
C -1.4818 -4.3535 3.8298
C -2.2039 -4.8607 4.9102
C -2.1367 -6.2071 5.2455
C -1.3390 -7.0665 4.5019
C -0.5980 -6.5746 3.4350
C -0.6678 -5.2299 3.1038
C 0.1096 -1.7993 3.9195
C 1.0967 -1.2284 3.1193
C 2.2051 -0.6095 3.6881
C 2.3487 -0.5674 5.0658
C 1.3837 -1.1524 5.8812
C 0.2759 -1.7576 5.3099
H -5.6112 0.7703 5.5397
H -3.3694 1.6898 5.0117
H -1.6296 0.2378 4.0796
H -4.3659 -3.0612 4.1091
H -6.0992 -1.6087 5.0875
H -2.8238 -4.1952 5.5015
H -2.7074 -6.5867 6.0853
H -1.3033 -8.1215 4.7495
H 0.0374 -7.2332 2.8549
H -0.0878 -4.8597 2.2641
H 1.0037 -1.2765 2.0404
H 2.9506 -0.1492 3.0490
H 3.2093 -0.0783 5.5076
H 1.4944 -1.1264 6.9594
H -0.4786 -2.2002 5.9556
```

Frontier orbital gap ... 0.1995 Eh
Charge ... -2
Total energy ... -188274.0210 eV